No. 1
The following is a DFT calculation (ωB97M-V/def2-TZVPD) of an isolated molecule of C3H4BrF at a distorted geometry.

Properties
Strongest force on any atom, eV/A: 3.20
Frontier orbital gap (spin up / spin down), eV: 8.1 / 8.5
Net charge: 0
2S+1: 1

Structure (XYZ):
```
9
Properties=species:S:1:pos:R:3:nbo_charge:R:1
C -0.244 -0.504 -0.086 -0.53
C -0.505 0.866 -0.492 0.27
C 1.020 -0.096 0.729 -0.36
F -1.427 1.524 0.195 -0.32
Br 2.642 0.294 -0.038 0.08
H -0.994 -0.882 0.639 0.25
H 0.078 -1.107 -0.966 0.24
H 0.192 1.428 -1.231 0.19
H 0.746 0.488 1.592 0.20
```



No. 2
The following is a DFT calculation (ωB97M-V/def2-TZVPD) of a cluster of 2 separate species, C4H10O2S in total at a distorted geometry.

Properties
Strongest force on any atom, eV/A: 4.30
Frontier orbital gap (spin up / spin down), eV: 7.4 / 7.9
Net charge: 0
2S+1: 1

Structure (XYZ):
```
17
Properties=species:S:1:pos:R:3:nbo_charge:R:1
C -1.348 1.391 -0.616 -0.68
C 0.988 -1.666 0.476 -0.69
C -1.482 0.039 -0.110 0.14
C 1.223 -0.306 -0.063 0.17
O -1.844 -0.202 1.211 -0.69
O 1.620 -0.220 -1.340 -0.72
S 1.713 0.985 1.095 -0.03
H -0.356 1.817 -0.087 0.18
H -1.115 1.288 -1.709 0.24
H -2.069 2.167 -0.437 0.22
H 2.073 -2.108 0.428 0.19
H 0.724 -1.726 1.469 0.24
H 0.184 -2.313 -0.184 0.22
H -1.112 -0.718 -0.808 0.19
H -2.328 0.541 1.604 0.49
H 2.282 -0.841 -1.524 0.47
H 0.849 1.872 0.593 0.10
```



No. 3
The following is a DFT calculation (ωB97M-V/def2-TZVPD) of a cluster of 2 separate species, C3H7NO in total at a distorted geometry.

Properties
Strongest force on any atom, eV/A: 3.65
Frontier orbital gap, eV: 8.8
SMILES string: C=NC.C=O
Net charge: 0
2S+1: 1

Structure (XYZ):
```
12
Properties=species:S:1:pos:R:3:nbo_charge:R:1
O 0.233 -4.039 5.505 -0.49
C 0.693 -4.585 4.535 0.25
H 0.153 -5.442 4.094 0.12
H 1.718 -4.262 4.254 0.12
C 0.493 1.769 -2.680 -0.43
C -1.296 3.110 -1.889 -0.02
N -0.128 3.190 -2.381 -0.44
H 0.309 1.619 -3.745 0.20
H 1.555 1.652 -2.422 0.22
H -0.200 1.110 -2.181 0.19
H -1.430 3.412 -0.809 0.17
H -2.100 2.465 -2.282 0.12
```



No. 4
The following is a DFT calculation (ωB97M-V/def2-TZVPD) of a structure of composition C32H31ClCoN8O4PSe2 at a distorted geometry.

Properties
Strongest force on any atom, eV/A: 1.18
Frontier orbital gap (spin up / spin down), eV: 6.8 / 6.8
Net charge: +1
2S+1: 4

Structure (XYZ):
```
80
Properties=species:S:1:pos:R:3:mulliken_charge:R:1
Co -0.452 -0.161 -0.952 2.14
N 4.908 -8.380 2.454 -0.50
C 4.339 -7.449 2.093 -0.12
C 3.631 -6.295 1.636 0.56
C 3.198 -6.232 0.312 -0.95
C 2.484 -5.133 -0.125 0.00
C 2.211 -4.075 0.741 0.11
C 2.667 -4.135 2.055 -0.07
C 3.364 -5.240 2.507 -0.92
C 1.417 -2.921 0.251 1.31
C 0.096 -3.177 -0.102 -0.75
C -0.599 -4.415 0.057 -0.70
C -1.857 -4.230 -0.454 -1.60
C -1.894 -2.896 -0.920 -0.40
N -0.754 -2.259 -0.700 0.83
C 2.056 -1.680 0.117 -0.44
C 3.423 -1.413 0.376 -0.67
C 3.640 -0.087 0.063 -1.95
C 2.407 0.416 -0.373 -0.45
N 1.451 -0.517 -0.338 0.41
H 3.415 -7.050 -0.361 0.46
H 2.138 -5.081 -1.148 0.53
H 2.453 -3.317 2.730 0.51
H 3.700 -5.299 3.533 0.45
H -0.200 -5.307 0.510 0.62
H -2.668 -4.936 -0.503 0.50
H -2.724 -2.427 -1.422 0.57
H 4.147 -2.126 0.734 0.63
H 4.561 0.466 0.131 0.48
H 2.195 1.410 -0.730 0.75
O 0.980 3.185 -3.521 -0.76
Cl 0.102 2.073 -3.358 1.82
O -0.549 1.757 -4.571 -0.69
O -0.900 2.434 -2.356 -0.65
O 0.835 0.944 -2.843 -0.72
Se -3.615 1.123 -1.825 0.13
Se -4.220 -0.320 -0.163 0.05
C -2.864 -0.170 1.208 -0.24
C -3.354 -0.240 2.511 -0.72
C -2.472 -0.250 3.572 -0.74
C -1.114 -0.183 3.293 -0.88
C -0.711 -0.089 1.978 -0.85
N -1.561 -0.066 0.939 0.74
C -2.718 -0.018 -3.100 0.03
C -3.299 -0.214 -4.341 -0.82
C -2.605 -0.966 -5.275 -0.46
C -1.372 -1.495 -4.931 -1.05
C -0.875 -1.258 -3.663 -0.20
N -1.538 -0.529 -2.762 0.66
H -4.423 -0.282 2.665 0.52
H -2.828 -0.300 4.592 0.44
H -0.373 -0.206 4.079 0.59
H 0.344 -0.027 1.743 0.72
H -4.268 0.212 -4.560 0.50
H -3.022 -1.134 -6.259 0.45
H -0.802 -2.080 -5.638 0.48
H 0.084 -1.645 -3.346 0.39
C 0.944 5.488 1.595 -0.78
N 0.381 5.431 0.184 0.16
C -1.127 5.649 0.262 -0.76
N -1.730 4.735 1.158 0.20
C -1.125 4.805 2.480 -0.97
N 0.305 4.532 2.423 0.22
C 0.587 3.145 2.049 -1.60
P -0.082 2.624 0.354 2.09
C 0.708 4.127 -0.456 -1.59
C -1.774 3.372 0.641 -1.34
H 0.757 6.492 1.984 0.37
H 2.018 5.308 1.543 0.39
H 0.783 6.183 -0.378 0.36
H -1.532 5.521 -0.743 0.42
H -1.287 6.674 0.604 0.33
H -1.599 4.072 3.131 0.39
H -1.279 5.801 2.902 0.29
H 0.166 2.488 2.813 0.51
H 1.670 2.991 2.043 0.42
H 0.452 4.172 -1.509 0.71
H 1.791 3.983 -0.400 0.40
H -2.304 2.752 1.369 0.29
H -2.338 3.347 -0.291 0.41
```